1.
This record from OMol25 describes an isolated molecule of C4H7NO. The level of theory is wB97M-V/def2-TZVPD.

Structure (XYZ):
```
13
Properties=species:S:1:pos:R:3:forces:R:3:lowdin_charge:R:1
H 1.720021 -0.689195 0.088780 -0.4 0.3 0.1 0.1210
H -2.001884 -1.140714 0.524645 0.0 0.0 -0.1 0.1193
C 1.165946 1.826245 -0.965436 -0.8 -0.3 0.7 0.0114
C 0.766046 -0.730890 0.636244 0.4 -0.1 0.3 -0.1465
C -0.325232 0.299944 0.309631 0.0 0.1 -0.1 -0.2576
H -1.435922 -0.953446 -1.171400 0.0 0.0 0.2 0.1232
H -0.730690 0.864014 1.159008 0.2 -0.2 -0.2 0.1475
H 0.976696 -0.816189 1.707106 0.0 -0.1 -0.1 0.1196
H -0.698599 1.299294 -1.513705 0.2 0.0 0.2 0.1155
C -1.138318 -0.928440 -0.112990 -0.3 0.0 -0.1 -0.1433
H 1.736944 1.566113 -0.031513 0.1 0.1 -0.5 0.0003
O -0.044934 -1.810239 0.153598 -0.1 -0.2 0.0 -0.1020
N 0.009927 1.213500 -0.783962 0.7 0.2 -0.5 -0.1085
```
Forces are in eV/Å.

Calculated values
Molar mass ... 85.11 g/mol
Kohn-Sham gap ... 9.4554 eV
Electronic energy ... -7795.375 eV

2.
This record from OMol25 describes an isolated molecule of C4H7NO. The level of theory is wB97M-V/def2-TZVPD.

Structure (XYZ):
```
13
Properties=species:S:1:pos:R:3:forces:R:3:lowdin_charge:R:1
H 0.160632 0.662285 2.380050 0.1 0.0 -0.4 0.1154
C 0.062124 0.031395 -1.149558 -1.5 1.3 1.1 -0.3368
N -0.942185 -0.136010 0.764823 -0.9 -0.5 0.8 -0.0440
H 1.153641 -0.493633 1.345029 -0.2 0.0 -0.1 0.1188
C -0.117989 0.978385 0.195482 -1.3 -0.5 -0.6 -0.1758
H -0.452078 0.505258 -1.988661 0.0 -0.3 -0.1 0.1436
H -1.643243 -1.330703 -0.847536 0.1 0.0 0.1 0.1130
H -0.433365 2.024235 0.292490 0.0 -0.5 -0.3 0.1332
H -0.105243 -1.930740 -0.137583 -0.1 0.2 -0.1 0.1264
O 1.434506 -0.105148 -1.297438 0.2 1.7 1.2 -0.0573
C 0.306908 0.189775 1.405237 0.2 0.0 -0.2 -0.1165
C -0.696084 -1.042299 -0.389502 -0.2 -0.1 0.1 -0.1164
H 1.272377 0.647201 -0.572832 3.7 -1.4 -1.5 0.0964
```
Forces are in eV/Å.

Calculated values
SMILES string ... O[C@H]1CN2C[C@@H]12
Molar mass ... 85.11 g/mol
Kohn-Sham gap ... 10.3171 eV
Electronic energy ... -7794.920 eV

Per-record energy above the lowest of the compared OMol25 structures with the same formula, charge and spin, eV: 4.2694 4.7247